This record from the OMol25 dataset describes a cluster of 2 separate species, C7H9F3NO3 in total. The level of theory is ωB97M-V with the def2-TZVPD basis set.

XYZ file:
```
23
Properties=species:S:1:pos:R:3:forces:R:3:lowdin_charge:R:1
C -2.149 -1.512 -0.519 0.100 0.770 1.132 -0.592
C -0.362 2.387 0.335 -0.197 2.048 1.061 -0.602
C -2.766 -0.921 0.804 0.081 0.131 -1.462 -0.017
C 1.488 -1.429 0.501 2.472 1.909 -0.934 -0.055
C 2.595 0.475 -0.705 1.844 0.359 -3.084 -0.109
C -0.627 0.385 -0.926 2.007 -1.600 0.448 -0.344
C 1.583 0.009 0.175 -4.093 0.708 -0.051 -0.386
N -1.274 -0.747 -1.182 1.507 2.073 -0.473 0.140
O 0.563 2.989 -0.078 0.665 -0.699 -1.227 0.162
O -2.454 -2.610 -0.958 -0.584 -0.446 0.379 -0.022
O -1.095 1.372 0.004 -0.410 -0.681 0.026 0.109
F -0.219 1.088 -2.030 -0.226 -0.350 0.097 0.047
F 1.394 0.829 1.357 0.649 -1.130 -0.693 -0.064
F -0.962 2.979 1.418 -0.581 -0.637 0.272 0.079
H -3.793 -1.360 0.912 1.293 0.120 0.726 0.079
H -1.987 -0.894 1.602 -0.981 -0.792 -0.135 0.080
H -2.868 0.145 0.603 -0.420 -0.005 0.030 0.043
H 1.413 -2.021 -0.402 0.531 -0.310 0.085 0.099
H 0.636 -1.482 1.012 -3.723 -0.912 2.116 0.016
H 2.284 -1.527 1.230 0.682 -1.282 -0.079 0.085
H 2.246 0.236 -1.758 0.353 0.206 0.980 0.103
H 3.651 0.063 -0.692 -0.834 -0.063 0.633 0.085
H 2.705 1.543 -0.705 -0.135 0.582 0.152 0.063
```
Forces are in eV/Å.

Properties
charge	-1
maximum force	4.38	eV Å⁻¹
relative energy (zero: lowest compared OMol25 entry of this formula, charge and spin)	2.792	eV
frontier orbital gap (spin up / spin down)	6.89 / 7.04	eV
E_tot	-23188.7683	eV

This record from the OMol25 dataset describes a cluster of 6 separate species, C6H23NO5 in total. The level of theory is ωB97M-V with the def2-TZVPD basis set.

XYZ file:
```
35
Properties=species:S:1:pos:R:3:forces:R:3:lowdin_charge:R:1
C -0.890 0.167 -2.745 -1.450 0.022 2.159 -0.094
C -1.924 -0.874 -2.136 0.519 2.763 0.225 -0.256
C -1.646 -1.417 -0.715 -0.748 -1.849 1.234 -0.212
C -0.757 -0.716 0.354 2.599 0.964 -2.717 -0.218
C -1.179 0.750 0.505 0.534 -2.618 -0.764 -0.153
C -1.202 1.256 1.705 -0.482 -2.247 0.972 -0.282
N -1.823 2.376 2.163 1.984 -0.237 4.003 0.063
H -1.199 0.439 -3.732 0.456 -0.754 -1.132 0.049
H -1.163 1.200 -2.276 1.525 -1.859 -0.129 0.082
H 0.071 -0.332 -2.568 0.368 1.331 -0.536 0.071
H -2.767 -0.185 -2.234 -0.970 -1.181 0.361 0.095
H -1.962 -1.783 -2.700 -0.554 0.074 -0.987 0.081
H -1.255 -2.447 -1.029 -0.203 1.117 1.459 0.112
H -2.626 -1.593 -0.106 1.291 0.102 -1.509 0.134
H -0.600 -1.320 1.244 -0.880 0.120 0.342 0.090
H 0.363 -0.704 0.010 -1.814 -0.106 -0.111 0.091
H -1.427 1.203 -0.427 -0.449 0.597 -0.082 0.066
H -0.878 0.446 2.455 -0.539 1.870 -0.363 0.133
H -1.259 2.623 3.036 -1.701 0.696 -1.741 0.125
H -2.089 3.084 1.535 0.099 0.996 -0.740 0.073
O 2.097 -0.754 2.240 -3.356 1.301 3.049 -0.127
H 1.255 -0.521 2.898 3.412 -1.148 -2.624 0.157
H 1.947 -1.670 1.938 -0.332 -0.107 0.310 -0.012
O 3.151 -1.035 -0.419 0.461 -1.861 -1.452 -0.058
H 2.646 -1.421 -1.175 0.503 0.828 0.813 0.084
H 2.585 -0.404 0.016 -0.039 0.763 -0.315 -0.037
O 1.765 -2.896 0.815 1.379 2.699 -0.476 -0.071
H 1.879 -3.802 0.714 0.249 -2.613 -0.086 0.020
H 2.625 -2.459 0.452 -1.652 -0.615 0.373 0.070
O 1.963 1.227 0.461 0.128 -0.049 1.131 -0.096
H 1.712 0.392 0.954 -0.004 1.454 0.154 -0.010
H 2.504 1.700 1.136 -0.522 -0.521 -0.863 0.086
O -0.150 3.434 -0.684 -2.055 0.146 4.129 -0.034
H 0.222 3.428 -1.504 1.813 -0.538 -3.259 -0.023
H 0.012 2.610 -0.180 0.428 0.459 -0.830 0.003
```
Forces are in eV/Å.

Properties
maximum force	4.72	eV Å⁻¹
SMILES	CCCC/C=C/N.O.O.O.O.O
relative energy (zero: lowest compared OMol25 entry of this formula, charge and spin)	3.458	eV
frontier orbital gap	8.42	eV
E_tot	-18319.7709	eV

This record from the OMol25 dataset describes the molecule C5H6O. The level of theory is ωB97M-V with the def2-TZVPD basis set.

XYZ file:
```
12
Properties=species:S:1:pos:R:3:forces:R:3:lowdin_charge:R:1
C -0.063 1.389 0.396 0.024 0.129 -0.092 -0.084
C -0.417 -0.043 0.817 -0.114 -0.050 0.082 -0.185
C -1.385 -0.778 0.100 0.096 -0.023 -0.007 -0.093
O -0.782 -1.319 -0.907 -0.140 0.083 0.078 0.057
C 0.587 -0.946 -0.504 0.294 -0.058 -0.163 -0.301
C 1.677 -1.129 -1.070 -0.040 -0.003 0.108 0.096
H 0.870 1.663 0.898 -0.092 -0.063 -0.133 0.084
H 0.101 1.486 -0.679 -0.077 -0.031 0.134 0.081
H -0.840 2.098 0.705 0.134 -0.135 0.012 0.074
H -0.504 -0.107 1.908 0.069 -0.038 -0.175 0.120
H -2.426 -1.047 0.264 0.111 0.088 -0.014 0.141
H 2.741 -1.024 -1.152 -0.265 0.101 0.168 0.009
```
Forces are in eV/Å.

Properties
maximum force	0.34	eV Å⁻¹
relative energy (zero: lowest compared OMol25 entry of this formula, charge and spin)	6.024	eV
frontier orbital gap (spin up / spin down)	6.83 / 6.83	eV
E_tot	-7323.2607	eV

This record from the OMol25 dataset describes a cluster of 6 separate species, C19H46F3N5O7 in total. The level of theory is ωB97M-V with the def2-TZVPD basis set.

XYZ file:
```
80
Properties=species:S:1:pos:R:3:forces:R:3:lowdin_charge:R:1
C -2.076 7.501 2.710 0.261 0.129 -0.460 0.047
C -1.941 6.043 2.458 -1.596 0.721 -0.555 -0.389
O -2.705 5.307 1.925 1.017 0.013 0.405 0.188
N -0.694 5.463 3.103 -0.432 -1.893 -0.994 0.100
H -0.065 6.189 3.395 0.502 0.480 0.253 0.169
H -0.952 4.894 3.900 -0.436 0.312 0.673 0.183
C 0.005 4.448 2.202 1.293 1.209 0.780 0.042
H -2.130 7.578 3.799 -0.305 0.500 0.027 0.121
H -2.913 7.934 2.158 -0.211 -0.359 0.522 0.122
H -1.218 8.085 2.367 0.328 -0.244 0.173 0.113
H 0.770 4.058 2.888 -0.118 -0.338 -0.632 0.110
H 0.488 5.050 1.436 -0.003 -0.318 -0.244 0.114
H -0.646 3.691 1.789 -0.401 0.087 0.169 0.077
C -2.859 -1.938 -3.005 1.221 -0.449 0.367 0.044
C -1.826 -2.964 -2.413 -4.474 2.540 2.401 -0.474
O -1.106 -3.665 -2.990 2.707 -1.884 -1.684 0.143
N -1.948 -3.038 -0.970 1.252 -0.139 -0.543 -0.054
H -1.336 -1.685 -0.400 0.263 1.150 -0.285 0.081
H -2.764 -2.713 -0.496 -0.895 0.023 -0.598 0.113
C -1.284 -4.056 -0.198 0.923 -1.237 0.042 -0.074
H -3.467 -2.433 -3.756 0.169 -0.054 -0.201 0.096
H -2.321 -1.082 -3.444 -0.235 -0.417 0.053 0.094
H -3.527 -1.579 -2.226 0.054 0.082 0.059 0.055
H -0.199 -4.100 -0.333 -0.070 0.439 -0.337 0.077
H -1.600 -5.086 -0.375 -0.419 0.148 -0.158 0.104
H -1.415 -3.845 0.848 -0.240 0.077 0.516 0.080
C 5.072 2.120 0.188 0.071 0.421 -1.251 0.035
C 5.184 0.656 0.138 -0.898 0.606 -0.317 -0.398
O 4.516 -0.099 -0.492 1.306 -0.121 0.888 0.182
N 6.189 0.215 1.198 -0.635 -1.461 0.078 0.090
H 6.957 0.882 1.281 0.294 -0.057 -0.324 0.191
H 5.704 0.284 2.105 0.039 -0.030 -0.187 0.197
C 6.625 -1.201 1.019 1.689 -0.418 -0.237 0.018
H 4.916 2.420 1.217 -0.211 0.372 0.153 0.106
H 4.262 2.346 -0.499 -0.222 0.466 0.347 0.106
H 5.960 2.637 -0.211 -0.073 -0.278 0.273 0.132
H 7.272 -1.324 0.132 -0.758 0.378 0.070 0.129
H 5.798 -1.902 1.012 -0.162 0.343 -0.007 0.105
H 7.313 -1.421 1.821 -0.091 -0.196 0.548 0.110
C 2.936 -3.075 -2.269 0.030 0.279 -0.136 0.025
C 3.015 -3.975 -3.455 0.507 0.210 -1.620 -0.362
O 3.159 -3.715 -4.612 -0.376 -0.395 1.745 0.207
N 3.011 -5.499 -3.112 -1.017 1.139 -2.198 0.104
H 3.778 -5.873 -3.667 0.507 -0.127 0.326 0.182
H 3.136 -5.643 -2.134 0.111 -0.496 0.864 0.156
C 1.790 -6.235 -3.696 0.534 -0.186 0.463 0.062
H 3.868 -3.149 -1.707 0.123 -0.204 0.042 0.099
H 2.125 -3.386 -1.603 -0.027 0.253 -0.138 0.087
H 2.870 -2.025 -2.599 -0.309 -0.584 0.103 0.110
H 1.953 -7.221 -3.305 -0.219 -0.752 -0.354 0.103
H 1.781 -6.192 -4.791 0.335 0.092 0.417 0.126
H 0.862 -5.879 -3.296 -0.288 0.619 0.261 0.087
C -5.359 0.060 0.689 0.357 0.335 0.979 0.061
C -4.281 0.704 1.576 -1.652 -3.793 -1.561 -0.379
O -4.201 1.804 1.873 0.660 3.445 1.197 0.222
N -3.161 -0.253 2.118 -1.447 0.156 1.353 0.098
H -2.732 -0.757 1.369 0.328 -0.795 -1.164 0.099
H -2.455 0.383 2.384 1.147 1.252 0.316 0.125
C -3.435 -1.109 3.360 -0.400 -0.623 -1.653 0.064
H -4.903 -0.350 -0.197 0.213 -0.140 -0.437 0.073
H -6.115 0.809 0.427 0.419 -0.062 0.072 0.118
H -5.874 -0.749 1.205 0.105 -0.099 0.141 0.100
H -2.749 -1.940 3.270 0.549 0.083 0.514 0.096
H -4.391 -1.608 3.203 -0.289 0.510 0.463 0.106
H -3.329 -0.520 4.264 -0.196 -0.100 -0.086 0.114
C -0.587 0.319 0.127 -1.169 0.085 4.451 -0.344
O -1.200 1.568 0.364 -0.674 -0.497 -1.818 -0.098
O -1.545 -0.713 -0.104 0.503 0.984 0.217 -0.060
C 0.578 0.344 -0.772 -0.490 -2.286 -1.406 -0.587
F 1.466 -0.606 -0.329 0.331 1.027 0.091 0.112
F 0.124 -0.179 -1.911 0.588 0.382 -1.748 0.159
F 1.141 1.512 -0.956 0.458 -0.038 0.096 0.220
C -2.078 1.926 -0.813 0.106 0.090 1.012 -0.147
C -2.573 3.387 -0.696 0.839 -1.611 -0.814 -0.032
H -3.142 3.551 0.197 -0.091 0.055 0.548 0.043
H -1.742 4.076 -0.802 0.054 0.202 0.118 0.081
H -3.238 3.529 -1.535 -0.196 0.239 -0.293 0.094
H -2.907 1.217 -0.741 -0.094 0.249 -0.232 0.094
H -1.519 1.656 -1.726 -0.262 0.615 0.259 0.130
H -0.120 0.133 1.117 -0.111 -0.114 -0.171 0.169
```
Forces are in eV/Å.

Properties
charge	+4
maximum force	5.68	eV Å⁻¹
frontier orbital gap	9.42	eV
E_tot	-50346.1817	eV

This record from the OMol25 dataset describes the molecule C16H17F2N3. The level of theory is ωB97M-V with the def2-TZVPD basis set.

XYZ file:
```
38
Properties=species:S:1:pos:R:3:forces:R:3:lowdin_charge:R:1
C -2.092 1.224 -2.608 0.174 0.727 -1.456 -0.065
C -0.578 1.290 -2.830 -0.024 0.021 0.382 -0.349
C -0.222 2.156 -4.059 0.450 0.028 1.647 -0.066
C 0.090 1.795 -1.562 0.269 0.052 -1.467 -0.274
N 0.651 2.967 -1.438 -0.497 -0.256 -0.249 0.089
N 1.097 3.069 -0.141 0.319 1.334 -0.470 0.082
C 0.810 1.975 0.436 0.560 -0.669 2.485 -0.351
N 0.209 1.095 -0.386 -0.402 -0.505 -1.181 0.052
C -0.008 -0.257 -0.069 0.494 -0.684 3.943 0.043
C 0.406 -0.708 1.192 -0.300 0.605 -2.665 -0.152
C 0.048 -2.108 1.678 0.577 -0.288 -0.034 -0.113
C -1.054 -2.089 2.723 0.531 -0.161 -0.628 -0.155
C -0.759 -2.043 4.096 -1.147 0.290 -0.146 -0.013
C -1.811 -1.818 4.994 0.137 0.138 0.764 -0.009
C -3.096 -1.633 4.528 0.195 -0.313 0.761 -0.276
F -4.095 -1.430 5.441 0.633 0.013 -0.759 0.049
C -3.386 -1.727 3.202 -1.658 -0.086 -0.897 0.060
C -2.382 -2.021 2.298 0.088 0.816 1.256 -0.225
F -2.744 -2.096 1.009 0.486 -0.092 -0.172 0.083
C 1.316 0.177 2.067 -0.081 -0.631 -0.418 -0.138
C 0.957 1.639 1.894 0.378 0.505 -0.077 -0.104
H -2.459 2.266 -2.583 -0.204 -0.574 0.055 0.096
H -2.550 0.658 -3.435 0.007 0.464 0.164 0.088
H -2.350 0.708 -1.722 -0.287 -0.398 1.144 0.047
H -0.254 0.262 -3.003 0.301 -0.060 -0.045 0.128
H -0.610 3.163 -3.931 -0.058 0.077 0.020 0.078
H -0.614 1.735 -4.954 -0.298 -0.434 -0.729 0.064
H 0.861 2.233 -4.097 0.091 0.058 -0.321 0.076
H -0.636 -0.855 -0.705 -0.024 0.044 -0.250 0.120
H 0.952 -2.572 2.097 -0.159 0.199 0.166 0.122
H -0.213 -2.786 0.860 -0.195 0.367 -0.132 0.120
H 0.271 -2.163 4.432 -0.325 0.079 -0.057 0.120
H -1.751 -1.736 6.083 0.626 -0.184 -0.365 0.125
H -4.426 -1.586 2.866 0.623 -0.161 0.074 0.146
H 2.387 0.059 1.774 -0.650 -0.294 0.100 0.136
H 1.229 -0.117 3.123 0.021 0.041 -0.299 0.109
H -0.021 1.809 2.350 0.059 0.209 0.201 0.126
H 1.729 2.288 2.363 -0.710 -0.275 -0.344 0.132
```
Forces are in eV/Å.

Properties
maximum force	4.03	eV Å⁻¹
SMILES	CC(C)c1nnc2n1C=C(Cc1ccc(F)cc1F)CC2
relative energy (zero: lowest compared OMol25 entry of this formula, charge and spin)	0.000	eV
frontier orbital gap	9.35	eV
E_tot	-26772.5456	eV

This record from the OMol25 dataset describes the molecule C2HN5O. The level of theory is ωB97M-V with the def2-TZVPD basis set.

XYZ file:
```
9
Properties=species:S:1:pos:R:3:forces:R:3:lowdin_charge:R:1
O 1.435 -0.977 1.050 -3.672 1.181 -7.448 0.039
C 0.863 -0.632 -0.071 2.554 1.121 4.423 -0.326
N -0.301 -0.992 -0.975 3.117 -1.833 0.746 0.056
N -1.421 -0.721 -0.613 -1.939 1.575 2.256 0.030
C -1.471 0.076 0.661 0.817 -0.086 0.255 -0.141
N -0.599 1.064 0.735 -1.434 -0.929 0.053 0.015
N 0.319 1.569 -0.289 1.379 -3.985 -0.886 0.034
N 1.208 0.721 -0.790 -3.416 1.147 3.542 0.099
H -2.281 -0.335 1.580 2.594 1.809 -2.943 0.193
```
Forces are in eV/Å.

Properties
maximum force	8.39	eV Å⁻¹
SMILES	O=c1nncnnn1
relative energy (zero: lowest compared OMol25 entry of this formula, charge and spin)	5.282	eV
frontier orbital gap	8.91	eV
E_tot	-11580.7260	eV

Please write out number 6 again, unchanged.
This record from the OMol25 dataset describes the molecule C2HN5O. The level of theory is ωB97M-V with the def2-TZVPD basis set.

XYZ file:
```
9
Properties=species:S:1:pos:R:3:forces:R:3:lowdin_charge:R:1
O 1.435 -0.977 1.050 -3.672 1.181 -7.448 0.039
C 0.863 -0.632 -0.071 2.554 1.121 4.423 -0.326
N -0.301 -0.992 -0.975 3.117 -1.833 0.746 0.056
N -1.421 -0.721 -0.613 -1.939 1.575 2.256 0.030
C -1.471 0.076 0.661 0.817 -0.086 0.255 -0.141
N -0.599 1.064 0.735 -1.434 -0.929 0.053 0.015
N 0.319 1.569 -0.289 1.379 -3.985 -0.886 0.034
N 1.208 0.721 -0.790 -3.416 1.147 3.542 0.099
H -2.281 -0.335 1.580 2.594 1.809 -2.943 0.193
```
Forces are in eV/Å.

Properties
maximum force	8.39	eV Å⁻¹
SMILES	O=c1nncnnn1
relative energy (zero: lowest compared OMol25 entry of this formula, charge and spin)	5.282	eV
frontier orbital gap	8.91	eV
E_tot	-11580.7260	eV

Which of these has the highest maximum force?
C2HN5O

maximum force of number 4 (C19H46F3N5O7)?
5.68 eV Å⁻¹

Which of these has the lowest E_tot?
C19H46F3N5O7